Record 1
{
  "formula": "C4H10NOS",
  "method": "ωB97M-V/def2-TZVPD",
  "species": ["C", "N", "C", "C", "S", "C", "O", "H", "H", "H", "H", "H", "H", "H", "H", "H", "H"],
  "coordinates": [[0.3318, 2.1470, -0.8913], [-0.2401, 1.3349, 0.1894], [-0.0303, -0.2380, -0.0295], [-1.3653, -0.9813, -0.0371], [-1.7052, -2.5073, -0.9735], [1.1751, -0.8210, 0.8489], [1.0036, -2.2016, 1.3754], [0.7762, 3.1206, -0.6634], [0.0026, 2.3060, -1.9686], [1.4058, 1.7232, -1.1379], [-1.2803, 1.3069, 0.1708], [0.2631, -0.2514, -1.0886], [-1.4279, -1.2398, 1.0303], [-2.2505, -0.3054, -0.2254], [0.0188, -2.4528, 1.3728], [1.1497, -0.1785, 1.7276], [2.1729, -0.7615, 0.3000]],
  "spin_multiplicity": 2,
  "total_charge": -2,
  "fmax_ev_per_a": 3.931,
  "e_tot_ha": -686.39465,
  "gap_ev": [2.0, 6.0],
  "relative_energy_kcal_mol": 38.8
}

---

Record 2
{
  "formula": "C4H10NOS2",
  "method": "ωB97M-V/def2-TZVPD",
  "species": ["C", "C", "C", "C", "N", "O", "S", "S", "H", "H", "H", "H", "H", "H", "H", "H", "H", "H"],
  "coordinates": [[1.2463, -0.8352, -0.8911], [2.1614, -1.3802, 0.1779], [0.9337, 0.5871, 0.9984], [-2.3053, 2.2966, -2.1714], [0.8410, 0.4418, -0.3058], [-1.2992, 1.6971, -1.8501], [1.8429, -0.6147, 1.7909], [-1.5004, -1.4147, 3.0950], [1.9180, -0.6281, -1.7560], [0.4117, -1.4093, -1.1851], [2.0555, -2.4829, 0.2603], [3.2159, -1.2800, -0.1414], [0.7007, 1.3644, 1.6981], [-2.5234, 3.3594, -2.1073], [-3.1877, 1.9263, -2.5507], [0.4154, 1.1126, -0.9221], [-2.5889, -1.1509, 3.9172], [-2.3377, -1.5890, 1.9433]],
  "total_charge": 1,
  "fmax_ev_per_a": 3.290,
  "e_tot_ha": -1084.47256,
  "gap_ev": 8.5,
  "relative_energy_kcal_mol": 21.9
}

---

Record 3
{
  "formula": "C4H10NP",
  "method": "ωB97M-V/def2-TZVPD",
  "species": ["C", "C", "C", "C", "N", "P", "H", "H", "H", "H", "H", "H", "H", "H", "H", "H"],
  "coordinates": [[-2.5843, -0.9785, 0.9823], [0.4867, 1.3410, 0.1816], [1.5172, -1.7882, -0.0715], [-0.3874, 1.4176, -1.0998], [-1.9747, -0.2484, 0.0384], [-1.2686, -0.2136, -1.3218], [-2.6066, -2.0485, 0.8995], [-3.3538, -0.6311, 1.6234], [0.5291, 0.3088, 0.5626], [1.5102, 1.6535, -0.0551], [0.1712, 1.9378, 1.0214], [1.6881, -0.9541, -0.6352], [0.7371, -2.3456, -0.2627], [1.9429, -1.8042, 0.8561], [0.3380, 1.3034, -1.8400], [-0.9707, 2.3147, -1.2839]],
  "fmax_ev_per_a": 6.289,
  "e_tot_ha": -554.31789,
  "gap_ev": [7.9, 7.3],
  "relative_energy_kcal_mol": 104.7
}

---

Record 4
{
  "formula": "C4H10NS",
  "method": "ωB97M-V/def2-TZVPD",
  "species": ["C", "C", "C", "C", "N", "S", "H", "H", "H", "H", "H", "H", "H", "H", "H", "H"],
  "coordinates": [[-1.5007, -0.5328, 0.4547], [-1.7810, 0.9689, 0.3261], [-0.2716, -0.4591, -0.3736], [0.5856, -1.5270, -0.8764], [1.9609, 1.2638, 0.3071], [-0.2808, 1.1656, -0.7068], [-1.3306, -0.8801, 1.4767], [-2.2833, -1.1675, 0.0322], [-2.6850, 1.2315, -0.2163], [-1.7216, 1.5449, 1.2464], [-0.0052, -2.2508, -1.4436], [1.0216, -2.0883, -0.0473], [1.3783, -1.1413, -1.5121], [2.1189, 0.5727, 1.0331], [2.1335, 2.1802, 0.7087], [2.6609, 1.1192, -0.4089]],
  "total_charge": 1,
  "fmax_ev_per_a": 1.497,
  "e_tot_ha": -611.04574,
  "gap_ev": 8.5,
  "relative_energy_kcal_mol": 36.1
}

---

Record 5
{
  "formula": "C4H10NS2",
  "method": "ωB97M-V/def2-TZVPD",
  "species": ["C", "C", "C", "N", "H", "H", "H", "H", "H", "H", "C", "S", "S", "H", "H", "H", "H"],
  "coordinates": [[1.5469, 2.1464, 0.6491], [1.4025, 3.3111, 0.0516], [0.5705, -0.0281, 0.9049], [0.4585, 1.2108, 0.6539], [2.4253, 1.7840, 1.1592], [0.4663, 3.5932, -0.4113], [2.2204, 4.0128, 0.0355], [-0.2906, -0.6918, 0.8962], [1.5166, -0.4378, 1.2425], [-0.4254, 1.5676, 0.2952], [-2.1587, -1.6662, -0.6985], [-1.2822, -2.9761, 0.2105], [0.3714, -3.1705, -1.0333], [-1.4457, -0.9869, -1.1655], [-2.7726, -1.1119, 0.0101], [-2.8030, -2.0924, -1.4617], [0.1996, -4.4643, -1.3384]],
  "total_charge": 1,
  "fmax_ev_per_a": 0.971,
  "e_tot_ha": -1009.22993,
  "gap_ev": 6.8,
  "relative_energy_kcal_mol": 22.6
}

---

Record 6
{
  "formula": "C4H10NSi",
  "method": "ωB97M-V/def2-TZVPD",
  "species": ["C", "C", "C", "C", "N", "Si", "H", "H", "H", "H", "H", "H", "H", "H", "H", "H"],
  "coordinates": [[-2.1733, 0.4565, -0.5177], [-3.5313, 0.1575, -0.5124], [2.5510, -1.9418, -0.4500], [0.5818, 2.7771, 0.8541], [-1.1040, 0.8771, -0.4206], [0.6879, 1.4055, -0.6247], [-3.7779, 0.1109, -1.5454], [-3.8008, -0.8552, -0.2252], [-4.2427, 0.7104, 0.2193], [2.6012, -3.0439, -0.3472], [2.0723, -1.5605, -1.3536], [3.5695, -1.5656, -0.5628], [1.0679, 2.4069, 1.6571], [0.8677, 3.8419, 0.5191], [-0.3531, 2.7529, 1.3231], [1.9328, -1.5769, 0.3879]],
  "total_charge": 1,
  "fmax_ev_per_a": 4.505,
  "e_tot_ha": -502.31318,
  "gap_ev": 8.0,
  "relative_energy_kcal_mol": 56.3
}

---

Record 7
{
  "formula": "C4H10O",
  "method": "ωB97M-V/def2-TZVPD",
  "species": ["C", "O", "H", "H", "C", "C", "C", "H", "H", "H", "H", "H", "H", "H", "H"],
  "coordinates": [[2.0936, 4.9469, 0.2570], [3.0785, 4.5903, 0.8766], [1.1748, 4.7608, 0.8164], [2.2067, 5.4084, -0.7260], [-1.7628, -2.3950, 0.4501], [-0.6215, -2.2347, -0.5761], [0.1734, -0.9120, -0.2366], [-2.7601, -2.4393, 0.0022], [-1.8018, -1.5468, 1.1213], [-1.6609, -3.2483, 1.1240], [-1.0579, -2.0761, -1.5598], [0.0842, -3.0571, -0.5436], [0.8145, -0.8733, -1.1356], [-0.4290, -0.0965, -0.6648], [0.4683, -0.8272, 0.7949]],
  "smiles": "C=O.CCC",
  "fmax_ev_per_a": 4.071,
  "e_tot_ha": -233.57080,
  "gap_ev": 11.0,
  "relative_energy_kcal_mol": 46.5
}

---

Record 8
{
  "formula": "C4H10O",
  "method": "ωB97M-V/def2-TZVPD",
  "species": ["C", "C", "C", "C", "O", "H", "H", "H", "H", "H", "H", "H", "H", "H", "H"],
  "coordinates": [[-2.2109, 0.0603, -0.2327], [-0.8145, 0.4863, 0.2581], [0.3012, -0.5269, -0.0006], [1.6715, 0.1198, 0.0889], [2.6540, -0.8883, -0.0602], [-2.1847, -0.9072, -0.7445], [-2.9456, -0.0059, 0.5722], [-2.5953, 0.7814, -0.9493], [-0.5432, 1.4214, -0.2388], [-0.8447, 0.7176, 1.3295], [0.2006, -0.9663, -1.0004], [0.2568, -1.3521, 0.7201], [1.7641, 0.8854, -0.7013], [1.7719, 0.6374, 1.0573], [3.5189, -0.4630, -0.0983]],
  "smiles": "CCCCO",
  "fmax_ev_per_a": 0.433,
  "e_tot_ha": -233.62829,
  "gap_ev": 11.3,
  "relative_energy_kcal_mol": 10.5
}

---

Record 9
{
  "formula": "C4H10O",
  "method": "ωB97M-V/def2-TZVPD",
  "species": ["C", "C", "O", "C", "C", "H", "H", "H", "H", "H", "H", "H", "H", "H", "H"],
  "coordinates": [[-0.6382, -1.8887, -0.8016], [-0.8284, -1.1375, 0.5074], [-0.7119, 0.2820, 0.4390], [0.5256, 0.7908, 0.0319], [0.6969, 2.2523, 0.2204], [0.5752, -2.1064, -0.9358], [-0.9184, -1.1432, -1.7300], [-1.2061, -2.9115, -0.6087], [-0.1019, -1.6304, 1.1560], [-1.7717, -1.2243, 0.9733], [1.2902, 0.3316, 0.7041], [0.6776, 0.4900, -0.9994], [1.7756, 2.5048, 0.1119], [0.1750, 2.9953, -0.4260], [0.4606, 2.3952, 1.3576]],
  "smiles": "CCOCC",
  "fmax_ev_per_a": 3.308,
  "e_tot_ha": -233.57483,
  "gap_ev": 10.8,
  "relative_energy_kcal_mol": 44.0
}

---

Record 10
{
  "formula": "C4H10O",
  "method": "ωB97M-V/def2-TZVPD",
  "species": ["C", "C", "C", "C", "O", "H", "H", "H", "H", "H", "H", "H", "H", "H", "H"],
  "coordinates": [[2.0171, 0.2267, 0.0927], [0.8729, -0.8054, -0.1482], [-0.5090, -0.0202, -0.3817], [-2.1149, -0.2600, 0.0884], [-0.4418, 1.0088, 0.6138], [1.7101, 0.9478, 0.8514], [2.2785, 0.7899, -0.8159], [2.9409, -0.2529, 0.4481], [1.1969, -1.4549, -0.9817], [0.8060, -1.4475, 0.7331], [-0.3388, 0.4161, -1.4017], [-2.7468, -0.3344, -0.7884], [-2.1725, -1.1251, 0.7466], [-2.6166, 0.5486, 0.7186], [-0.8819, 1.7624, 0.2250]],
  "smiles": "CC[C@@H](C)O",
  "fmax_ev_per_a": 2.836,
  "e_tot_ha": -233.56036,
  "gap_ev": 10.2,
  "relative_energy_kcal_mol": 53.1
}